# C61H122F18N10O17S6

C61H122F18N10O17S6 as an isolated structure at a distorted geometry (ωB97M-V/def2-TZVPD, OMol25).

## Properties
* LUMO level: -9.55 eV
* total charge: +4
* orbital gap: 5.55 eV
* HOMO level: -0.555 Eh

Last column: Mulliken charge in e.
CARTESIAN COORDINATES (ANGSTROEM)
S 15.618 19.441 13.710  1.085
S 15.592 21.720 15.291  1.045
S 19.410 21.895 22.585  0.574
S 20.734 24.296 22.375  0.877
S 17.047 15.292 23.425  0.918
S 16.011 15.792 20.901  0.850
F 17.636 21.409 20.707  -0.088
F 15.239 21.986 17.888  -0.173
F 14.890 14.126 24.429  -0.229
F 13.634 16.677 20.887  -0.183
F 16.356 17.004 13.950  -0.220
F 23.412 24.543 22.530  -0.195
F 15.315 19.933 17.226  -0.190
F 17.134 18.214 15.490  -0.119
F 15.956 13.033 22.865  -0.122
F 19.443 22.184 19.977  -0.167
F 17.134 21.166 17.241  -0.230
F 13.726 14.477 21.355  -0.173
F 14.144 15.205 19.261  -0.192
F 18.051 23.445 21.005  -0.179
F 22.505 25.069 24.345  -0.189
F 22.179 26.283 22.535  -0.206
F 17.959 18.252 13.400  -0.284
F 16.823 13.175 24.917  -0.179
O 14.410 21.533 24.949  -0.240
O 20.669 17.476 22.413  -0.340
O 19.683 24.812 23.176  -0.610
O 15.711 19.476 12.335  -0.653
O 18.136 14.066 7.788  -0.475
O 16.987 16.076 24.577  -0.614
O 16.317 22.951 15.171  -0.876
O 19.686 20.504 22.518  -0.138
O 20.897 24.752 21.038  -0.585
O 14.344 19.081 14.310  -0.619
O 18.291 14.919 22.874  -0.504
O 8.085 23.225 20.470  -0.346
O 14.204 21.840 15.210  -0.513
O 16.667 14.564 20.409  -0.618
O 18.788 24.120 15.536  -0.156
O 18.331 22.265 23.454  -0.605
O 16.369 16.977 20.070  -0.532
N 20.028 26.219 17.124  0.213
N 21.128 14.771 7.881  -0.013
N 11.745 22.114 11.861  0.148
N 20.820 22.650 22.462  -0.301
N 21.228 17.956 21.594  1.204
N 16.030 16.031 22.455  -0.338
N 16.416 11.697 18.650  0.939
N 15.277 21.081 25.486  0.859
N 16.377 20.613 14.454  -0.417
N 8.934 23.134 21.467  0.863
C 17.125 20.860 27.238  -1.211
C 23.697 17.365 21.840  -1.633
C 18.592 22.251 21.007  0.314
C 15.002 10.009 17.807  -0.838
C 14.133 11.031 18.596  -0.712
C 8.585 24.847 23.045  -1.387
C 20.494 15.380 9.065  -0.966
C 9.854 23.580 10.657  -0.751
C 11.231 20.743 11.265  -0.464
C 20.536 25.730 15.833  -0.578
C 21.056 27.009 17.759  -0.883
C 18.854 27.103 16.989  -0.880
C 20.499 13.435 7.560  -0.493
C 22.580 14.614 8.091  -0.932
C 20.085 11.719 19.744  -0.446
C 8.386 23.322 22.823  1.166
C 20.583 17.984 20.146  1.891
C 6.938 22.954 22.924  -1.868
C 16.127 13.800 23.975  0.446
C 21.341 18.900 19.188  -1.300
C 14.791 21.706 27.775  -1.755
C 19.131 13.529 6.882  -0.598
C 19.704 25.126 18.088  -1.431
C 11.279 22.498 13.271  -0.993
C 20.658 16.482 19.693  -1.882
C 14.216 15.480 20.612  0.135
C 10.784 22.750 23.582  -0.606
C 15.831 21.609 26.698  0.792
C 18.008 20.546 26.046  -0.494
C 10.950 24.425 20.948  -1.932
C 15.792 21.142 17.037  0.470
C 14.958 18.583 24.937  -1.131
C 9.608 24.131 9.239  -0.501
C 9.299 22.571 23.812  -1.248
C 15.944 23.102 26.291  -1.245
C 17.450 19.508 25.126  0.285
C 10.473 22.318 19.616  -1.924
C 18.879 11.676 18.817  -0.423
C 10.383 22.994 21.053  1.358
C 17.601 11.820 19.566  -0.239
C 22.727 18.581 21.822  0.853
C 11.177 22.263 22.187  -1.196
C 11.380 23.266 10.870  -0.828
C 15.815 20.155 23.134  -1.238
C 12.372 20.390 10.284  -0.675
C 8.104 24.237 9.140  -1.314
C 23.119 19.593 20.715  -0.702
C 19.090 18.416 20.236  -1.190
C 22.639 19.193 23.245  -1.259
C 13.311 22.024 11.804  0.060
C 16.465 10.309 18.045  -0.634
C 19.454 25.196 14.924  -0.587
C 13.575 21.231 10.569  -0.730
C 22.853 19.049 19.327  -0.808
C 15.961 19.775 24.698  0.957
C 16.430 12.646 17.548  -0.922
C 21.000 15.764 6.740  -0.966
C 22.361 25.077 23.049  0.548
C 16.810 18.167 14.223  0.469
C 15.132 11.763 19.495  -0.179
C 20.285 10.431 20.601  -1.272
H 20.820 27.277 18.772  0.338
H 9.559 25.241 22.767  0.273
H 9.768 21.503 19.486  0.425
H 18.823 12.556 6.594  0.457
H 19.916 9.522 20.129  0.296
H 19.516 25.735 18.959  0.564
H 18.006 21.533 25.499  -0.008
H 13.361 10.563 19.226  0.460
H 16.668 20.704 22.874  0.253
H 22.786 13.903 8.870  0.386
H 20.511 24.398 18.233  0.309
H 20.756 14.746 9.901  0.375
H 13.620 21.504 12.728  -0.271
H 16.401 23.207 25.303  0.298
H 13.556 11.701 17.909  0.293
H 10.256 25.005 20.432  0.577
H 11.679 21.885 14.086  0.343
H 13.759 23.020 11.841  0.489
H 17.608 12.871 19.864  0.072
H 23.251 18.007 19.250  0.337
H 18.488 18.118 19.383  0.694
H 11.444 23.588 13.374  0.366
H 17.261 13.803 7.580  0.300
H 14.851 23.396 26.140  0.417
H 13.783 21.911 9.741  0.365
H 10.170 22.494 13.187  0.395
H 21.826 19.979 23.302  0.081
H 14.867 20.640 22.942  0.309
H 19.657 10.527 21.506  0.325
H 7.753 25.383 22.548  0.421
H 19.123 19.521 20.416  -0.424
H 6.440 23.465 22.151  0.509
H 21.335 10.235 20.871  0.364
H 9.539 24.314 11.355  0.465
H 11.468 22.041 19.400  0.599
H 15.502 11.336 20.456  0.482
H 8.490 24.901 24.109  0.438
H 15.817 12.240 16.726  0.391
H 16.996 10.353 17.090  0.411
H 18.876 24.572 17.749  0.522
H 18.928 10.716 18.283  0.339
H 19.028 20.356 26.318  0.664
H 21.641 16.164 19.853  0.576
H 14.466 20.743 28.304  0.350
H 19.038 12.451 18.029  0.192
H 20.863 19.877 19.193  0.190
H 17.443 11.157 20.481  0.365
H 14.877 18.290 25.991  0.400
H 11.484 22.257 24.258  0.335
H 20.357 16.342 18.666  0.421
H 18.714 17.906 21.125  0.100
H 23.590 19.701 23.466  0.410
H 10.311 21.016 10.819  0.277
H 17.991 19.554 24.168  -0.504
H 12.188 22.581 21.976  0.514
H 17.578 18.502 25.437  0.518
H 21.721 16.545 6.859  0.404
H 18.763 26.010 14.756  0.422
H 14.764 9.988 16.742  0.375
H 19.444 15.399 8.911  0.363
H 23.788 16.865 20.869  0.347
H 10.256 23.006 18.826  0.446
H 10.986 21.220 22.104  0.406
H 17.392 12.796 17.095  0.428
H 21.019 16.322 9.234  0.395
H 9.016 21.516 23.704  0.429
H 11.967 20.679 9.305  0.313
H 18.742 27.789 17.838  0.358
H 14.895 9.007 18.149  0.372
H 7.587 23.308 9.333  0.344
H 20.997 11.844 19.123  0.411
H 17.993 23.827 15.109  0.261
H 13.851 22.124 27.380  0.375
H 11.144 23.785 23.653  0.357
H 14.455 20.648 10.773  0.422
H 23.079 14.338 7.184  0.457
H 11.921 24.152 11.215  0.461
H 17.517 21.495 28.020  0.474
H 22.003 26.416 17.761  0.344
H 7.767 24.626 8.149  0.378
H 21.151 18.543 18.196  0.563
H 10.089 23.445 8.541  0.407
H 17.904 26.545 16.750  0.233
H 8.926 22.798 24.785  0.625
H 21.354 25.002 16.036  0.396
H 6.465 23.234 23.850  0.403
H 16.588 20.005 27.702  0.483
H 15.865 19.256 22.548  0.298
H 11.986 24.434 20.570  0.422
H 21.162 12.985 6.876  0.437
H 19.220 14.092 5.991  0.348
H 10.092 25.043 9.026  0.378
H 11.765 22.942 9.870  0.270
H 10.988 25.043 21.836  0.467
H 6.778 21.912 22.808  0.453
H 23.258 19.702 18.503  0.388
H 15.330 17.727 24.386  0.117
H 9.245 22.687 10.844  0.391
H 21.120 27.881 17.103  0.551
H 16.020 13.657 17.833  -0.011
H 13.960 18.888 24.607  0.384
H 15.170 22.338 28.567  0.451
H 19.927 12.553 20.442  0.127
H 20.335 12.840 8.419  0.359
H 19.887 24.776 14.023  0.437
H 24.633 17.733 22.140  0.528
H 23.008 15.566 8.389  0.388
H 23.405 16.661 22.663  0.351
H 16.957 9.549 18.658  0.397
H 21.233 15.217 5.820  0.439
H 16.347 23.734 27.105  0.403
H 14.940 12.810 19.656  -0.081
H 22.547 20.521 20.843  0.111
H 20.003 15.877 20.367  0.336
H 19.063 27.799 16.138  0.428
H 24.194 19.838 20.902  0.500
H 12.532 19.316 10.194  0.417
H 11.026 20.025 12.033  0.471
H 19.997 16.200 6.620  0.337
H 21.082 26.580 15.379  0.373
H 7.808 25.030 9.796  0.353
H 22.411 18.448 24.017  0.426

***

# C4H18N2O5S

A 5-piece molecular cluster, C4H18N2O5S overall (ωB97M-V/def2-TZVPD, OMol25).

## Properties
* LUMO level: 0.55 eV
* orbital gap: 9.65 eV
* HOMO level: -0.334 Eh
* ΔE to the lowest compared entry with this formula, charge and spin: 0.00 kJ/mol
* structure (SMILES): CNC(=O)[C@H](N)CS.O.O.O.O

Last column: Mulliken charge in e.
CARTESIAN COORDINATES (ANGSTROEM)
S 3.326 1.106 0.262  -0.292
O -0.286 1.436 -3.381  -0.663
O -0.936 -0.569 -1.584  -0.927
O -2.442 1.268 1.135  -0.675
O 1.565 0.082 3.295  -0.628
O -3.551 -0.295 -0.871  -0.781
N -0.240 -1.980 0.008  -0.073
N 0.226 1.636 -0.224  -0.639
C 0.691 0.292 -0.006  0.413
C 2.086 0.118 -0.608  -0.841
C -0.226 -0.783 -0.586  0.361
C 0.528 -2.322 1.198  -0.871
H -0.694 1.780 0.179  0.302
H 0.311 -1.655 2.026  0.308
H 1.604 -2.301 1.020  0.229
H -0.851 -2.681 -0.376  0.328
H -2.877 0.981 1.941  0.289
H -0.606 0.691 -2.839  0.364
H -2.858 0.766 0.404  0.389
H 0.266 -3.323 1.517  0.344
H -3.940 0.236 -1.579  0.323
H 2.622 2.246 0.243  0.179
H -2.657 -0.535 -1.181  0.473
H 0.052 1.061 -4.197  0.310
H 1.093 0.874 3.584  0.310
H 2.421 -0.920 -0.578  0.341
H 0.156 1.855 -1.212  0.270
H 2.420 0.438 3.015  0.307
H 2.052 0.376 -1.670  0.364
H 0.746 0.123 1.066  0.187

***

# C11H44Ba2NO11

C11H44Ba2NO11 as an isolated structure at a distorted geometry (ωB97M-V/def2-TZVPD, OMol25).

## Properties
* LUMO level: -11.91 eV
* total charge: +3
* orbital gap: 3.27 eV
* HOMO level: -0.558 Eh
* ΔE to the lowest compared entry with this formula, charge and spin: 355.78 kJ/mol

Last column: Mulliken charge in e.
CARTESIAN COORDINATES (ANGSTROEM)
Ba -2.191 -1.984 -3.360  1.851
Ba -3.445 1.857 -3.700  1.768
O -2.148 0.366 -1.700  -1.154
O 4.695 -0.499 2.510  -0.538
O -0.033 -2.055 -1.624  -0.915
O 0.390 -4.945 0.007  -0.496
O 0.162 4.394 -2.308  -0.508
O -0.854 -0.138 -5.101  -0.586
O -3.952 -0.041 2.587  -0.568
O 0.593 -0.393 4.344  -0.597
O 0.821 2.301 3.662  -0.554
O -2.446 4.227 -1.337  -0.492
O 2.742 -2.369 -2.160  -0.572
N -4.451 0.100 -0.222  -0.110
C 1.329 -1.153 3.364  -0.265
C 0.500 -0.068 -4.776  -0.145
C 3.269 -3.007 -0.983  -0.267
C 1.402 3.724 -2.265  -0.504
C 4.346 -0.478 1.118  -0.240
C -2.345 4.201 0.112  -0.528
C -2.841 -0.879 2.713  -0.306
C -0.488 -5.245 1.038  -0.449
C -0.043 -0.928 -0.712  0.239
C 1.027 2.307 2.254  -0.237
C -0.828 0.446 -1.131  0.792
H -2.280 3.153 0.403  0.151
H -0.360 -1.463 0.184  0.026
H 2.174 4.195 -2.873  0.374
H 0.053 -1.014 4.838  0.308
H 4.650 -1.434 0.692  0.098
H 0.786 -0.948 -4.200  0.103
H -0.499 -4.407 1.735  0.073
H 1.082 -0.094 -5.697  0.360
H -2.316 -0.631 3.635  0.320
H 2.369 -1.166 3.690  0.312
H 1.141 -0.799 2.350  -0.209
H 1.386 2.639 -2.366  0.053
H -0.214 4.169 -3.162  0.236
H -4.612 -0.880 -0.406  0.364
H -1.521 -5.301 0.694  0.236
H -3.515 0.362 -0.494  0.004
H 0.974 -0.654 -0.428  -0.043
H -5.005 0.662 -0.853  0.385
H 0.673 0.806 -4.148  0.054
H 4.325 -2.762 -0.867  0.386
H 4.985 0.352 2.846  0.299
H -0.968 0.984 -0.193  -0.165
H -0.273 1.042 -1.856  -0.463
H -1.584 4.091 -1.737  0.423
H -3.940 0.442 3.416  0.365
H 1.551 3.233 2.020  0.340
H 0.279 -4.048 -0.317  0.298
H -4.439 0.351 0.756  0.381
H -3.036 -1.931 2.924  0.337
H 2.707 -2.610 -0.138  -0.087
H 0.543 1.412 3.895  0.383
H 3.285 -0.260 0.995  -0.033
H 2.947 -4.048 -0.946  0.241
H 1.904 3.743 -1.298  0.255
H -1.449 4.747 0.409  0.272
H 1.021 -2.191 3.481  0.422
H 1.710 1.541 1.887  0.007
H 1.834 -2.184 -1.908  0.209
H -0.206 -6.102 1.650  0.294
H 4.868 0.322 0.593  0.410
H -3.141 4.814 0.535  0.331
H -2.153 -0.801 1.871  -0.106
H 0.071 2.315 1.730  0.080
H -1.021 0.612 -5.677  0.298

***

Table of calculated total energy (Eh), in record order: -8409.12494; -1047.14598; -1377.66352